(one)
Formula: C4H3NOS2
Source: OMol25
Level of theory: ωB97M-V/def2-TZVPD

Geometry (Å):
C (-0.34996, -0.01335, 1.36911)
C (-0.08363, -0.82350, -0.91486)
C (0.54235, 0.58281, -0.85987)
C (0.29385, 1.13579, 0.52214)
H (-1.08728, -1.96870, 0.31257)
H (0.59777, 0.99425, -1.87677)
H (-0.27068, 1.96455, 0.85877)
N (-0.54579, -1.12146, 0.35511)
O (-0.70860, -0.12878, 2.53948)
S (-0.36997, -1.62780, -2.36373)
S (1.98194, 1.00620, 0.05806)

Computed properties:
Gap between HOMO and LUMO in eV: 8.35
Total charge: 0
HOMO in eV: -9.118
2S+1: 1


(two)
Formula: C4H3NOS2
Source: OMol25
Level of theory: ωB97M-V/def2-TZVPD

Geometry (Å):
C (1.43718, -0.92861, 0.07625)
C (-0.96892, -0.36686, 0.05616)
C (-0.18345, 0.77691, 0.77704)
C (1.26166, 0.49447, 0.60732)
H (-0.14502, -2.37224, -0.41225)
H (-0.55950, 1.27641, 1.61104)
H (2.04118, 0.98675, 1.34808)
N (0.00160, -1.52973, 0.04552)
O (2.38912, -1.56632, -0.31905)
S (-2.49621, -0.32552, -0.12197)
S (0.63748, 1.79379, -0.46639)

Computed properties:
Gap between HOMO and LUMO in eV: 8.74
Total charge: 0
HOMO in eV: -9.168
2S+1: 1


(three)
Formula: C4H3NOS2
Source: OMol25
Level of theory: ωB97M-V/def2-TZVPD

Geometry (Å):
C (1.09214, 0.03050, -0.09492)
C (1.17030, 1.36060, 0.09938)
C (-1.09873, 1.40202, -0.02026)
C (-1.29340, -0.05066, -0.07982)
H (2.10721, -2.11870, 0.91292)
H (2.15324, 1.98057, -0.03799)
H (-2.04823, 2.02444, 0.03678)
N (-0.08668, 2.07251, 0.05780)
O (-0.06055, -0.74908, -0.17341)
S (2.58723, -0.79054, -0.01158)
S (-2.60866, -0.88796, 0.05187)

Computed properties:
Gap between HOMO and LUMO in eV: 7.93
Total charge: 0
HOMO in eV: -8.852
2S+1: 1


Energetically preferred structure: (one) | next structure: +6.8 kcal/mol


(one)
Formula: C2H2N3S2
Source: OMol25
Level of theory: ωB97M-V/def2-TZVPD

Geometry (Å):
C (-0.95001, 0.66421, -0.39431)
C (-1.67289, 1.53325, -1.07262)
N (0.84671, -0.56151, 0.68911)
N (2.35831, -2.45891, 1.30098)
N (-0.06307, 0.07796, 0.15526)
S (-1.20567, 2.95929, -1.81928)
S (0.69104, -1.99205, 1.33626)
H (-2.80121, 1.39013, -1.04749)
H (2.79680, -1.61237, 0.85208)

Computed properties:
Gap between HOMO and LUMO (alpha / beta) in eV: 6.16 / 6.15
Total charge: +1
HOMO (alpha / beta) in eV: -13.846 / -13.844
2S+1: 1


(two)
Formula: C2H2N3S2
Source: OMol25
Level of theory: ωB97M-V/def2-TZVPD

Geometry (Å):
C (-1.29877, 0.37356, -0.01077)
C (-2.61628, 0.65711, -0.04133)
N (1.02354, -0.22808, 0.04370)
N (3.96063, -0.93927, -0.01609)
N (-0.13975, 0.14910, -0.00439)
S (-3.79646, -0.51602, 0.04620)
S (2.36495, 0.60394, 0.03967)
H (-2.91222, 1.69902, -0.11926)
H (3.41434, -1.79937, 0.06227)

Computed properties:
Gap between HOMO and LUMO (alpha / beta) in eV: 5.26 / 5.27
Total charge: +1
HOMO (alpha / beta) in eV: -13.534 / -13.530
2S+1: 1


Energetically preferred structure: (one) | next structure: +61.9 kcal/mol


(one)
Formula: C5H11NO2
Source: OMol25
Level of theory: ωB97M-V/def2-TZVPD

Geometry (Å):
C (0.83280, -0.10448, 0.15880)
N (1.63337, -1.04260, -0.54923)
C (2.30008, -0.73395, -1.73687)
O (1.79525, 0.20877, -2.51754)
O (3.25740, -1.39044, -2.06644)
C (-0.66000, -0.31723, -0.23256)
C (-1.62466, -0.09663, 0.95147)
C (-1.82101, 1.35018, 1.37290)
H (1.17124, 0.93162, 0.11458)
H (0.93420, -0.26317, 1.22660)
H (1.92514, -1.87678, -0.03223)
H (1.07859, 0.70724, -2.09623)
H (-0.87869, 0.03850, -1.24751)
H (-0.75726, -1.38466, -0.44888)
H (-1.10612, -0.61101, 1.75031)
H (-2.57187, -0.59742, 0.74775)
H (-2.46763, 1.36955, 2.23418)
H (-2.17781, 2.06080, 0.63633)
H (-0.86302, 1.75171, 1.73457)

Computed properties:
Gap between HOMO and LUMO (alpha / beta) in eV: 12.46 / 6.73
Total charge: +1
HOMO (alpha / beta) in eV: -15.980 / -16.006
2S+1: 2


(two)
Formula: C5H11NO2
Source: OMol25
Level of theory: ωB97M-V/def2-TZVPD

Geometry (Å):
N (1.46609, 1.04652, 0.04913)
C (0.41453, 1.98068, 0.35099)
C (-0.80089, 1.17664, 0.97903)
C (-0.50776, -0.27097, 0.51004)
C (0.96950, -0.35271, 0.16225)
C (1.27162, -0.91390, -1.24463)
O (1.83809, -1.93700, -1.46508)
H (2.30788, 1.23869, 0.60094)
H (0.64832, 2.86097, 0.91156)
H (0.00900, 2.33845, -0.61313)
H (-1.65017, 1.63667, 0.47171)
H (-0.73051, 1.08715, 2.06973)
H (-1.15588, -0.43922, -0.35080)
H (-0.57976, -1.05257, 1.29558)
H (1.71743, -0.79357, 0.84195)
H (1.00032, -0.29226, -2.11861)
H (-2.34218, -1.70799, -0.96513)
H (-1.66723, -2.96111, -0.38367)
O (-2.20841, -2.64447, -1.10186)

Computed properties:
Gap between HOMO and LUMO (alpha / beta) in eV: 11.13 / 6.00
Total charge: +1
HOMO (alpha / beta) in eV: -14.752 / -14.690
2S+1: 2


(three)
Formula: C5H11NO2
Source: OMol25
Level of theory: ωB97M-V/def2-TZVPD

Geometry (Å):
O (-0.48039, -1.36182, 0.24107)
C (0.02759, 0.12129, 0.50513)
N (-1.03211, 0.92292, -0.05797)
C (-1.99008, 1.28566, 0.81310)
O (-2.19333, -0.89443, 2.48775)
C (1.41859, 0.38882, 0.14918)
C (1.83217, 0.51782, -1.27779)
C (1.22264, -0.69205, -2.09304)
H (-1.23730, -1.34844, 1.00344)
H (-2.70074, 2.05480, 0.54364)
H (-1.93759, 0.86507, 1.78274)
H (-2.43569, -1.21681, 3.28451)
H (2.17369, 0.18400, 0.87684)
H (-0.11041, 0.20735, 1.59611)
H (1.24805, 1.27675, -1.84107)
H (2.98164, 0.59110, -1.39826)
H (1.65323, -1.68531, -1.84056)
H (0.16836, -0.71855, -1.68020)
H (1.39168, -0.49816, -3.09462)

Computed properties:
Gap between HOMO and LUMO (alpha / beta) in eV: 6.79 / 6.78
Total charge: +1
HOMO (alpha / beta) in eV: -14.211 / -14.201
2S+1: 2


Energetically preferred structure: (one) | next structure: +23.2 kcal/mol


(one)
Formula: C4H12IN2
Source: OMol25
Level of theory: ωB97M-V/def2-TZVPD

Geometry (Å):
C (2.01740, 2.30917, -0.17394)
C (1.82087, 0.80635, 0.09855)
C (0.36435, 0.40128, 0.21010)
C (-2.23846, -1.15443, -0.47063)
N (-2.62274, -2.28305, 0.07971)
N (0.07340, -1.04990, 0.33537)
I (-3.03187, 0.66854, 0.04120)
H (1.45774, 2.75418, 0.76529)
H (3.09419, 2.35446, -0.04491)
H (1.50217, 2.54768, -1.08520)
H (2.42719, 0.49560, 0.88556)
H (2.01852, 0.15374, -0.82160)
H (-0.11255, 0.90309, 0.99123)
H (-0.16241, 0.69366, -0.71296)
H (-1.95034, -1.32655, -1.51319)
H (-3.38556, -2.28929, 0.67332)
H (-2.39703, -3.14758, -0.21957)
H (0.42284, -1.24256, 1.26324)
H (0.70231, -1.59440, -0.30159)

Computed properties:
Gap between HOMO and LUMO in eV: 8.96
Total charge: +1
HOMO in eV: -13.797
2S+1: 1


(two)
Formula: C4H12IN2
Source: OMol25
Level of theory: ωB97M-V/def2-TZVPD

Geometry (Å):
C (1.72350, 0.61271, -1.12915)
C (0.71244, 1.00411, 1.15436)
C (-2.66650, -0.62418, -0.18095)
C (0.63914, 0.23332, -0.20027)
N (-1.83579, -0.80093, 0.75893)
N (0.65202, -1.22477, -0.07579)
I (-4.70524, 0.21903, -0.15673)
H (2.67968, 0.12786, -1.06059)
H (1.95848, 1.70516, -1.11481)
H (1.33101, 0.48819, -2.13760)
H (-0.24130, 1.07590, 1.75113)
H (1.01270, 2.06486, 0.80843)
H (1.55524, 0.63669, 1.74266)
H (-0.30687, 0.35714, -0.78925)
H (-0.32822, -1.34179, 0.34367)
H (-2.01413, -0.70808, 1.76864)
H (-2.46955, -0.62131, -1.25046)
H (1.33050, -1.42767, 0.69261)
H (0.97288, -1.77622, -0.92482)

Computed properties:
Gap between HOMO and LUMO in eV: 9.77
Total charge: +1
HOMO in eV: -13.212
2S+1: 1


Energetically preferred structure: (two) | next structure: +22.8 kcal/mol


(one)
Formula: C4H3I
Source: OMol25
Level of theory: ωB97M-V/def2-TZVPD

Geometry (Å):
C (-0.57020, 1.33995, 0.00190)
C (0.20081, -1.79206, 0.27253)
C (-0.92020, 2.46310, -0.18632)
C (0.29358, -0.42452, 0.01681)
I (1.81465, -3.11503, -0.11981)
H (-1.34989, 3.41704, -0.44747)
H (-0.55668, -2.04402, 0.91180)
H (1.08794, 0.15553, -0.44944)

Computed properties:
Gap between HOMO and LUMO in eV: 9.17
Total charge: 0
HOMO in eV: -9.560
2S+1: 1


(two)
Formula: C4H3I
Source: OMol25
Level of theory: ωB97M-V/def2-TZVPD

Geometry (Å):
C (-0.60345, -0.26728, 0.75524)
C (0.72100, -0.31527, 0.51820)
C (-0.97179, 0.72636, -0.33647)
C (0.23631, -0.04138, -0.79783)
I (3.11679, -1.93354, 2.46577)
H (-1.82115, 0.60504, -0.94553)
H (-0.87824, 1.83936, -0.05588)
H (0.20054, -0.61329, -1.60351)

Computed properties:
Gap between HOMO and LUMO (alpha / beta) in eV: 5.02 / 5.06
Total charge: 0
HOMO (alpha / beta) in eV: -8.753 / -8.773
2S+1: 1


Energetically preferred structure: (one) | next structure: +56.0 kcal/mol


(one)
Formula: C4H6OS2
Source: OMol25
Level of theory: ωB97M-V/def2-TZVPD

Geometry (Å):
C (-0.74613, -0.43440, -0.09154)
C (0.50654, 0.40897, -0.13104)
C (-0.65167, -1.87542, 0.33491)
C (0.27709, 1.92734, -0.11648)
O (-1.74427, 0.04741, -0.51984)
S (1.69052, -0.17046, -1.36183)
S (1.99265, -0.24212, 0.62708)
H (-0.67853, -2.04096, 1.44506)
H (0.31318, -2.27842, -0.17495)
H (-1.60897, -2.33834, 0.20838)
H (1.23402, 2.47595, 0.00830)
H (-0.33636, 2.04660, 0.76769)
H (-0.24807, 2.47385, -0.99574)

Computed properties:
Gap between HOMO and LUMO in eV: 8.64
Total charge: 0
HOMO in eV: -8.612
2S+1: 1


(two)
Formula: C4H6OS2
Source: OMol25
Level of theory: ωB97M-V/def2-TZVPD

Geometry (Å):
C (1.54126, -0.13694, 0.44532)
C (0.71541, 0.76762, -0.39291)
C (-2.07003, 0.08807, 0.23987)
C (0.62077, -0.75469, -0.59602)
H (3.35877, 0.35082, 0.78209)
H (1.06887, -0.44657, 1.48984)
H (1.40377, 1.43223, -1.11963)
H (-2.42496, -0.00910, 1.54680)
H (-3.06484, 0.07948, -0.54896)
H (1.16602, -1.29574, -1.40888)
O (2.82827, -0.20074, 0.16156)
S (-0.75635, 1.51687, -0.00986)
S (-1.05479, -1.40997, -0.00334)

Computed properties:
Gap between HOMO and LUMO in eV: 9.14
Total charge: 0
HOMO in eV: -8.505
2S+1: 1


(three)
Formula: C4H6OS2
Source: OMol25
Level of theory: ωB97M-V/def2-TZVPD

Geometry (Å):
C (-0.20404, -0.10098, -0.90545)
C (0.10036, 0.07482, 0.63343)
C (0.90960, -0.29741, -1.87352)
C (-1.22300, 0.44885, 1.68854)
O (-1.34417, -0.06580, -1.29785)
S (1.66701, 0.61396, 1.18379)
S (0.97585, -1.34089, 1.31488)
H (1.63207, -0.95027, -1.31899)
H (1.43863, 0.72421, -1.97693)
H (0.37978, -0.62131, -2.90319)
H (-1.03415, 1.42911, 1.80240)
H (-1.16576, -0.24215, 2.57062)
H (-2.13218, 0.32787, 1.08228)

Computed properties:
Gap between HOMO and LUMO in eV: 8.51
Total charge: 0
HOMO in eV: -8.779
2S+1: 1


Energetically preferred structure: (one) | next structure: +14.4 kcal/mol